# 1
Computed, not measured: C21H34BBr2Cl7F4Mg2N5O6S as an isolated structure, with ωB97M-V/def2-TZVPD.

Each line ends with the Löwdin charge.
Element x y z (Å)
C  4.9408  0.4873  3.4218  -0.09
C  3.6671  1.1659  2.8949  -0.20
B  3.1454  0.4322  1.6820  -0.51
O  3.3962  -0.9086  1.4170  0.13
N  2.2683  1.0978  0.6422  0.11
N  2.5344  1.0968  -0.7112  0.13
C  1.5433  1.6959  -1.3219  -0.24
N  0.6240  2.1680  -0.4542  -0.10
C  1.1004  1.7714  0.7842  -0.48
N  0.5385  1.9755  1.9364  0.13
C  -0.7179  2.6747  2.1009  -0.19
C  -1.8366  2.0255  1.2693  -0.19
C  -3.1826  1.9917  1.9881  -0.16
C  -3.2985  0.7672  2.8934  -0.20
N  -3.6343  -0.5033  2.1974  -0.10
C  -4.8235  -0.4149  1.3575  -0.07
C  -2.5326  -1.1095  1.6011  -0.53
C  -2.4920  -1.3081  0.1149  -0.19
O  -1.6016  -1.4919  2.2709  0.05
H  5.6048  0.2784  2.5841  0.07
H  4.7055  -0.4828  3.8503  0.07
H  5.4506  1.1164  4.1383  0.08
H  2.8893  1.1239  3.6643  0.12
H  3.8021  2.2685  2.5986  -0.06
H  4.0530  -1.0501  0.7352  0.06
H  3.3493  0.6694  -1.1083  0.18
H  1.4803  1.7978  -2.3888  0.14
H  0.9935  1.6578  2.7749  0.15
H  -0.9755  2.6921  3.1531  0.13
H  -0.5459  3.6910  1.7599  0.00
H  -1.5178  1.0362  0.9672  0.05
H  -1.9454  2.6545  0.3912  0.08
H  -3.2558  2.8747  2.6220  0.12
H  -3.9812  2.0909  1.2608  0.11
H  -4.0068  0.9075  3.6988  0.04
H  -2.3298  0.6168  3.3596  0.09
H  -5.5625  0.1647  1.9039  0.10
H  -5.2634  -1.3932  1.2112  0.09
H  -4.6753  0.1096  0.4171  0.08
H  -1.4842  -1.7157  -0.1210  -0.08
H  -3.2075  -2.0437  -0.2489  0.10
H  -2.6515  -0.3906  -0.4299  0.02
C  6.0389  -3.4931  1.4800  -0.28
O  5.2723  -3.2767  2.6161  -0.07
H  6.8827  -4.1267  1.7473  0.11
H  5.4399  -4.0378  0.7123  -0.11
H  6.4160  -2.5396  1.0622  0.06
H  4.5080  -2.7140  2.4225  0.07
Br  -0.2573  -0.4093  -1.0305  0.49
Mg  5.3725  -3.4741  -0.9411  0.79
Br  0.1593  4.5586  -0.2438  0.49
C  4.4176  -1.2702  -6.5591  -0.64
F  3.2975  -1.1864  -7.2103  0.21
F  5.1156  -2.4124  -7.0024  0.02
F  5.1874  -0.2357  -6.8750  0.16
S  4.1477  -1.4092  -4.7523  0.45
O  3.4035  -2.6126  -4.5977  -0.24
O  3.5352  -0.1795  -4.3932  -0.23
O  5.5732  -1.5430  -4.2642  -0.51
Mg  6.8363  -2.5305  -5.4833  1.22
F  -3.3265  -0.0702  -8.8663  0.07
C  -2.1525  -0.0950  -8.2106  -0.28
C  -1.0137  -0.4619  -8.8977  -0.01
C  0.1940  -0.4814  -8.2168  -0.09
C  0.2461  -0.1467  -6.8711  -0.10
C  -0.9154  0.2153  -6.2029  -0.07
C  -2.1278  0.2477  -6.8739  -0.01
H  -1.0796  -0.7251  -9.9442  0.12
H  1.0967  -0.7598  -8.7440  0.09
H  1.1872  -0.1649  -6.3405  0.08
H  -0.8789  0.4735  -5.1532  0.10
H  -3.0439  0.5337  -6.3762  0.12
Cl  3.0359  3.8814  1.7783  -0.16
C  -4.2246  -0.9021  6.5496  -2.03
Cl  -5.5230  -2.0921  6.5664  0.54
Cl  -4.8870  0.6826  6.0962  0.56
Cl  -3.5061  -0.7886  8.1543  0.54
Cl  -3.0000  -1.3753  5.3756  0.60
C  -8.3128  0.6100  7.5496  -1.05
Cl  -9.3260  -0.5538  6.6858  0.50
Cl  -9.0852  2.1935  7.6869  0.51
H  -8.1248  0.2297  8.5456  0.03
H  -7.3856  0.7267  7.0053  -0.05

Computed properties:
Highest occupied orbital energy ... -0.3481 Eh
E ... -303062.7703 eV
Orbital gap ... 1.8 eV
Total charge ... +1
Energy above the lowest of the compared OMol25 structures with the same formula, charge and spin ... 0.00 kcal per mole
M ... 1028.0 Da

***

# 2
Computed, not measured: a 3-piece molecular cluster, C14H34N2O6 overall, with ωB97M-V/def2-TZVPD.

Each line ends with the Löwdin charge.
Element x y z (Å)
C  -1.2708  -5.9351  1.6765  -0.11
O  0.0105  -5.4132  1.9685  -0.19
C  0.3826  -4.2687  1.2245  -0.21
C  -0.1410  -2.9398  1.7846  -0.43
C  -1.6184  -2.6914  1.5124  -0.07
N  0.1130  -2.8029  3.2232  0.04
H  -1.5159  -5.8222  0.6163  0.09
H  -2.0480  -5.4599  2.2799  0.07
H  -1.2549  -6.9974  1.9195  0.09
H  1.4749  -4.2463  1.2583  0.12
H  0.0942  -4.3920  0.1724  0.12
H  0.4168  -2.1481  1.2758  0.13
H  -2.2646  -3.2797  2.1653  0.07
H  -1.8510  -1.6442  1.6808  0.05
H  -1.8727  -2.9286  0.4768  0.07
H  1.1132  -2.8510  3.3933  0.07
H  -0.2617  -3.6272  3.6841  0.07
C  -2.4358  1.3169  -4.6819  -0.11
O  -2.1455  1.2247  -3.3018  -0.19
C  -2.5147  0.0068  -2.6835  -0.20
C  -1.4925  -1.1270  -2.8432  -0.43
C  -1.4871  -1.7679  -4.2277  -0.07
N  -0.1345  -0.6988  -2.5040  0.05
H  -3.3642  0.7943  -4.9314  0.09
H  -1.6218  0.9206  -5.2944  0.07
H  -2.5556  2.3733  -4.9218  0.09
H  -2.6006  0.2365  -1.6191  0.11
H  -3.5081  -0.3060  -3.0336  0.12
H  -1.7788  -1.9023  -2.1257  0.13
H  -0.9870  -1.1387  -4.9637  0.06
H  -0.9516  -2.7164  -4.1989  0.07
H  -2.5028  -1.9631  -4.5781  0.08
H  -0.1239  -0.3806  -1.5378  0.05
H  0.0689  0.1369  -3.0448  0.07
C  4.7782  2.7215  0.5698  -0.06
C  3.6532  3.7360  0.2984  -0.26
O  3.3754  4.5717  1.4040  -0.13
C  2.7740  3.9122  2.4824  -0.20
C  1.2622  4.0358  2.4864  -0.18
O  0.7493  3.7466  1.2031  -0.10
C  -0.6306  3.8781  1.0863  -0.20
O  -1.2123  2.6681  0.6371  0.03
C  -0.7758  1.5523  1.2534  -0.28
O  -0.9511  0.4441  0.7743  0.06
H  5.1802  2.9169  1.5579  0.07
H  5.5544  2.7853  -0.1772  0.07
H  4.3682  1.7170  0.5998  0.07
H  3.9756  4.4032  -0.4941  0.12
H  2.7542  3.2438  -0.0605  0.11
H  3.1293  4.3874  3.3939  0.13
H  3.0484  2.8599  2.5443  0.12
H  0.8737  3.3309  3.2286  0.12
H  0.9620  5.0287  2.8186  0.13
H  -1.0812  4.2023  2.0229  0.14
H  -0.8528  4.6084  0.3175  0.14
H  -0.3055  1.6880  2.2321  0.15

Computed properties:
Highest occupied orbital energy ... -0.3263 Eh
E ... -30332.0622 eV
Orbital gap ... 9.6 eV
Energy above the lowest of the compared OMol25 structures with the same formula, charge and spin ... 11.27 kcal per mole
SMILES ... COC[C@@H](C)N.COC[C@@H](C)N.CCOCCOCOC=O
M ... 326.4 Da

***

# 3
Computed, not measured: C7H12BN6OSbSe4W as an isolated structure, with ωB97M-V/def2-TZVPD.

Each line ends with the Löwdin charge.
Element x y z (Å)
W  0.4946  0.3230  -0.0109  0.94
B  1.9187  -0.1099  2.9887  -0.33
N  2.6684  -0.7483  1.7735  -0.06
C  3.8552  -1.3195  1.7725  0.00
C  4.1069  -1.8744  0.5114  0.01
C  2.9932  -1.5920  -0.2270  -0.09
N  2.0898  -0.9081  0.5434  -0.14
N  0.4658  0.2873  2.4058  -0.17
C  -0.5430  0.2870  3.3239  -0.02
C  -1.2375  1.4767  3.2476  0.03
C  -0.6401  2.1847  2.2050  -0.09
N  0.3687  1.4765  1.6996  -0.21
H  2.4524  0.9024  3.3302  0.09
H  1.7453  -0.9268  3.8428  0.09
H  4.4597  -1.3145  2.6664  0.16
H  4.9865  -2.4071  0.1948  0.13
H  2.7861  -1.8179  -1.2541  0.12
H  -0.6366  -0.5294  4.0228  0.15
H  -2.0725  1.7861  3.8535  0.13
H  -0.9316  3.1181  1.7475  0.11
Se  -2.6599  3.9402  -0.7852  0.17
Sb  -1.7997  2.2432  -2.0924  0.10
Se  -1.7421  -0.1114  -0.1053  0.38
Se  0.9867  2.1307  -1.3165  0.34
Se  -1.9483  1.1688  -4.1355  0.15
N  -0.4378  -2.9074  -1.6539  0.23
C  0.1977  -1.9256  -2.2893  -0.61
N  0.3335  -1.9610  -3.6103  0.24
O  0.7392  -0.9651  -1.6502  -0.33
H  -0.8919  -3.6605  -2.1453  0.14
H  -0.5046  -2.8922  -0.6508  0.11
H  -0.0812  -2.6821  -4.1775  0.14
H  0.7452  -1.1667  -4.0720  0.13

Computed properties:
Highest occupied orbital energy (alpha / beta) ... -0.5592 / -0.5592 Eh
E ... -288853.0039 eV
Orbital gap (alpha / beta) ... 6.2 / 6.2 eV
Total charge ... +2
M ... 828.5 Da

***

# 4
Computed, not measured: an isolated molecule of C19H32N4O4, with ωB97M-V/def2-TZVPD.

Each line ends with the Löwdin charge.
Element x y z (Å)
C  -2.1276  -3.8054  -1.2435  -0.10
C  -1.8224  -3.1404  0.0925  -0.26
C  -1.2364  -1.7362  -0.0608  -0.21
C  -2.2538  -0.7154  -0.5766  -0.19
N  -3.4836  -0.6903  0.1965  -0.18
C  -4.5750  -0.0354  -0.5137  -0.25
C  -5.2020  -0.9652  -1.5497  -0.08
C  -3.3620  -0.2812  1.5756  -0.17
C  -3.0402  1.2063  1.8581  -0.14
N  -1.6361  1.5186  1.7174  0.07
C  -1.1694  2.3203  0.7499  -0.12
C  0.0839  2.7468  0.2928  -0.08
N  1.3733  2.5598  0.6419  -0.06
C  1.8062  1.4434  1.4514  -0.10
C  2.2174  0.2746  0.5403  -0.10
N  3.2396  0.7278  -0.3725  -0.03
C  4.5472  0.3728  -0.2929  -0.54
O  5.4181  0.8614  -0.9709  0.10
O  4.7516  -0.6037  0.6213  -0.02
C  6.0830  -1.1145  0.6914  -0.22
C  6.3505  -2.1415  -0.3987  -0.06
C  2.8541  1.8704  -1.1751  -0.09
C  2.4067  3.0223  -0.2657  -0.10
C  -0.5229  3.6014  -0.7411  -0.28
O  -0.0871  4.3514  -1.5858  0.09
C  -1.8737  3.1125  -0.2729  -0.29
O  -3.0340  3.2417  -0.5958  0.08
H  -1.2371  -3.8403  -1.8683  0.07
H  -2.4742  -4.8240  -1.0852  0.07
H  -2.9042  -3.2635  -1.7747  0.06
H  -2.7395  -3.0749  0.6786  0.10
H  -1.1082  -3.7587  0.6424  0.10
H  -0.8334  -1.4112  0.9021  0.09
H  -0.4022  -1.7677  -0.7666  0.11
H  -2.5281  -0.9948  -1.5939  0.11
H  -1.7761  0.2770  -0.6388  0.11
H  -4.2497  0.8960  -1.0004  0.11
H  -5.3418  0.2215  0.2204  0.12
H  -4.5314  -1.1470  -2.3853  0.06
H  -5.4494  -1.9180  -1.0886  0.07
H  -6.1108  -0.5153  -1.9405  0.07
H  -4.3183  -0.5045  2.0582  0.12
H  -2.6028  -0.9038  2.0564  0.11
H  -3.5978  1.8470  1.1758  0.11
H  -3.3447  1.4370  2.8853  0.12
H  -0.9992  1.0006  2.3049  0.13
H  2.6729  1.7638  2.0391  0.14
H  1.0142  1.1413  2.1350  0.11
H  1.3475  -0.0517  -0.0427  0.12
H  2.5970  -0.5619  1.1242  0.13
H  6.1561  -1.5633  1.6845  0.12
H  6.7878  -0.2814  0.6048  0.12
H  6.2853  -1.6670  -1.3745  0.08
H  5.6224  -2.9476  -0.3462  0.08
H  7.3477  -2.5533  -0.2731  0.08
H  2.0271  1.5805  -1.8321  0.14
H  3.7123  2.1654  -1.7789  0.13
H  3.2548  3.3726  0.3301  0.14
H  2.0183  3.8447  -0.8655  0.12

Computed properties:
Highest occupied orbital energy ... -0.2873 Eh
E ... -34372.3268 eV
Orbital gap ... 8.2 eV
Energy above the lowest of the compared OMol25 structures with the same formula, charge and spin ... 65.59 kcal per mole
SMILES ... CCCCN(CC)CCNc1c(N2CCN(C(=O)OCC)CC2)c(=O)c1=O
M ... 380.5 Da

***

# 5
Computed, not measured: an isolated molecule of C4H5F2N, with ωB97M-V/def2-TZVPD.

Each line ends with the Löwdin charge.
Element x y z (Å)
C  -0.6108  -1.3406  0.0618  -0.35
C  -1.1284  0.0346  -0.2329  -0.14
C  0.0854  0.9480  0.2221  -0.08
C  1.4095  0.2733  -0.0424  -0.35
N  0.5586  -1.7435  0.1340  0.17
F  2.3115  0.3776  0.9412  0.09
F  2.0179  0.5455  -1.2088  0.11
H  -1.4298  -1.9866  0.0873  0.08
H  -1.3593  -0.0823  -1.3176  0.13
H  -2.0815  0.1469  0.2476  0.10
H  0.1138  1.8223  -0.2817  0.07
H  0.1130  1.0048  1.3895  0.17

Computed properties:
Highest occupied orbital energy (alpha / beta) ... -0.3280 / -0.3280 Eh
E ... -11151.0576 eV
Orbital gap (alpha / beta) ... 9.6 / 9.6 eV
Energy above the lowest of the compared OMol25 structures with the same formula, charge and spin ... 55.90 kcal per mole
M ... 105.1 Da

***

# 6
Computed, not measured: an isolated molecule of C11H15NS, with ωB97M-V/def2-TZVPD.

Each line ends with the Löwdin charge.
Element x y z (Å)
C  -3.0949  -1.2862  -1.3086  -0.14
C  -3.0729  -2.2932  -0.3266  -0.12
C  -2.0846  -0.3241  -1.4008  -0.04
C  -1.9126  -2.3441  0.4808  -0.13
C  -0.8741  -0.2792  -0.5139  -0.31
C  -0.8654  -1.4151  0.4252  -0.48
C  1.3439  -0.2241  1.5296  -0.59
C  0.5826  0.7920  2.2959  -0.09
C  2.8041  -0.1764  1.5346  -0.14
C  1.7711  1.9535  -1.5654  -0.10
C  0.3351  1.5130  -1.6045  -0.37
N  0.0112  0.7139  -0.4882  -0.03
S  0.6943  -1.7513  1.0941  1.08
H  -3.9226  -1.3525  -2.1313  0.13
H  -3.9454  -2.9770  -0.3396  0.10
H  -2.2798  0.6069  -1.9956  0.10
H  -1.7999  -3.1314  1.2006  0.09
H  0.2899  0.4318  3.2204  0.06
H  -0.4619  0.8998  1.9511  0.09
H  1.1209  1.7362  2.2017  0.09
H  3.1195  0.9132  1.2479  0.12
H  3.3916  -0.7839  0.7765  0.10
H  3.1680  -0.4791  2.4912  0.08
H  1.9111  2.7821  -2.3047  0.09
H  1.9414  2.1294  -0.4760  0.07
H  2.2498  1.0300  -1.9005  0.07
H  -0.4129  2.4124  -1.5264  0.13
H  -0.0073  0.9032  -2.5675  0.14

Computed properties:
Highest occupied orbital energy (alpha / beta) ... -0.2506 / -0.2492 Eh
E ... -23971.5936 eV
Orbital gap (alpha / beta) ... 6.1 / 6.0 eV
Energy above the lowest of the compared OMol25 structures with the same formula, charge and spin ... 100.60 kcal per mole
M ... 193.3 Da